[1]
Density functional theory data (ωB97M-V/def2-TZVPD) for 3 unconnected molecules or ions with the total composition C12H23FO9.

Geometry (Å):
1 C 1.20517 1.67690 -0.91739
2 C 0.27457 3.02638 -1.24194
3 F -0.40659 2.89453 -2.55205
4 C -0.76931 3.18572 0.04261
5 O -2.11779 3.63047 -0.34022
6 C -2.98503 2.51510 -0.74934
7 O -3.78610 2.72070 -1.83098
8 O -3.04067 1.17462 -0.14655
9 H 0.47651 0.73783 -1.01520
10 H 1.50833 1.78713 0.23140
11 H 2.13355 1.60993 -1.63372
12 H 0.98336 3.98152 -1.33670
13 H -0.75775 2.15946 0.64949
14 H -0.23928 3.96845 0.77108
15 H -2.61524 0.54500 -0.81674
16 C -6.37472 -5.46614 -0.03086
17 C -5.01405 -5.11923 -0.60983
18 O -5.06318 -3.88260 -1.33114
19 C -5.08975 -2.75947 -0.57343
20 O -5.07188 -2.71631 0.64903
21 O -5.17128 -1.69086 -1.40268
22 C -5.31239 -0.44483 -0.72537
23 H -7.13816 -5.46575 -0.81494
24 H -6.35332 -6.45209 0.44382
25 H -6.68942 -4.73241 0.71841
26 H -4.71880 -5.89248 -1.32640
27 H -4.23931 -5.08502 0.16552
28 H -4.51923 -0.30128 0.01646
29 H -6.29785 -0.38860 -0.25291
30 H -5.23811 0.35563 -1.46709
31 C 5.81997 0.01777 3.27911
32 C 5.66673 1.47313 2.87241
33 O 6.56011 1.80406 1.80269
34 C 6.19620 1.36380 0.57388
35 O 5.18758 0.72422 0.30888
36 O 7.15847 1.72696 -0.30836
37 C 6.94755 1.23163 -1.62798
38 H 6.86409 -0.20750 3.51721
39 H 5.19978 -0.20736 4.15236
40 H 5.52701 -0.65709 2.46821
41 H 5.93411 2.11449 3.71841
42 H 4.63156 1.71224 2.60070
43 H 5.95457 1.50304 -2.00263
44 H 7.08246 0.14577 -1.64292
45 H 7.69748 1.68252 -2.28428

Output
structure (SMILES): C[C@@H](F)COC(=O)O.CCOC(=O)OC.CCOC(=O)OC
Kohn-Sham gap: 0.3999 Eh
LUMO: 0.15 eV
HOMO energy: -0.3944 hartree
total charge: 0

[2]
Density functional theory data (ωB97M-V/def2-TZVPD) for 4 unconnected molecules or ions with the total composition C43H56F9N2O11PS.

Geometry (Å):
1 C -0.34250 1.50595 5.30543
2 C 0.30132 2.42958 4.19037
3 O -0.69881 3.14034 3.46023
4 C -0.13773 3.82843 2.33941
5 C -1.24188 3.92874 1.20764
6 O -1.95956 2.69223 1.21768
7 C -2.59272 2.45406 -0.03423
8 C -3.61451 1.25320 -0.10058
9 N -4.80292 1.70842 0.57541
10 C -4.78469 1.98491 2.01721
11 C -5.72464 2.63139 -0.04594
12 C -7.20490 2.08317 -0.23871
13 O -5.57367 3.77983 -0.36656
14 C -3.08527 -0.20344 0.24411
15 C -4.20374 -1.33552 -0.01955
16 C -5.59984 -1.20028 0.67454
17 O -5.97019 -2.51124 1.19678
18 C -6.56404 -3.31456 0.14701
19 C -5.89215 -4.75872 0.28846
20 P -2.60389 -0.57892 2.01613
21 O -1.60209 0.28398 2.68160
22 O -1.95468 -2.14105 2.02264
23 O -3.86386 -0.69982 3.09774
24 C -1.77580 -0.68874 -0.59683
25 N -0.48007 -0.49326 0.05795
26 C 0.06236 0.60117 0.12222
27 O 0.56837 1.62165 -0.02872
28 C -1.80542 -0.58775 -2.18794
29 C -0.83188 0.44674 -2.87975
30 C 0.69490 0.03239 -2.99078
31 C -1.24144 0.97575 -4.31376
32 C -0.27141 2.21350 -4.66156
33 C -1.79792 -2.04014 -2.85995
34 F -2.99857 -2.71797 -2.59811
35 F -1.91338 -1.89536 -4.24792
36 C -0.68419 -3.11120 -2.66256
37 F -1.15605 -4.09682 -3.58231
38 F 0.55530 -2.89128 -3.24495
39 C -0.48471 -3.96709 -1.36000
40 F -1.63430 -4.22947 -0.63598
41 F -0.15933 -5.25864 -1.79553
42 C 0.72807 -3.63540 -0.39486
43 F 1.66175 -4.65404 -0.37667
44 F 0.31475 -3.56187 0.91595
45 F 1.43277 -2.50828 -0.64740
46 O -3.10505 -0.14301 -2.67241
47 S -3.87645 1.08025 -1.97118
48 O -5.27790 0.74820 -2.27359
49 O -3.66532 2.40921 -2.54801
50 H -0.16434 0.42933 5.02635
51 H 0.10385 1.72111 6.31471
52 H -1.45504 1.62974 5.37902
53 H 0.94373 1.77197 3.54405
54 H 0.98595 3.16973 4.70259
55 H 0.77169 3.26650 1.98757
56 H 0.21130 4.85505 2.63715
57 H -0.66097 3.95784 0.23308
58 H -1.88680 4.83970 1.29697
59 H -3.11953 3.42517 -0.28470
60 H -1.76052 2.42494 -0.79943
61 H -5.58904 1.38263 2.54027
62 H -5.08249 3.06187 2.18779
63 H -3.84113 1.81940 2.58435
64 H -7.81559 2.76687 -0.86804
65 H -7.18764 1.02298 -0.61528
66 H -7.61684 2.00454 0.81399
67 H -3.77710 -2.32544 0.32288
68 H -4.44550 -1.48167 -1.09865
69 H -5.72637 -0.45449 1.48466
70 H -6.39684 -0.96868 -0.09169
71 H -7.67845 -3.37693 0.23040
72 H -6.29240 -2.95717 -0.87966
73 H -6.30490 -5.19962 1.22676
74 H -4.78694 -4.55525 0.34857
75 H -6.14512 -5.34955 -0.63239
76 H -1.76799 -2.28029 2.97239
77 H -4.09740 -1.63131 3.27455
78 H -1.89554 -1.81587 -0.46394
79 H -0.77030 1.41304 -2.29307
80 H 0.85017 -0.52224 -3.95501
81 H 0.95915 -0.57043 -2.08805
82 H 1.39800 0.91065 -2.98418
83 H -1.08147 0.24435 -5.14266
84 H -2.26438 1.40120 -4.40249
85 H 0.41032 1.98482 -5.52051
86 H -0.90984 3.07656 -5.01264
87 H 0.26738 2.59776 -3.75568
88 C 4.86648 -4.60264 0.69046
89 C 4.30899 -3.33245 0.77010
90 C 5.12016 -2.23066 1.01278
91 C 6.49106 -2.39792 1.16643
92 C 7.04945 -3.66772 1.08330
93 C 6.23688 -4.77086 0.84944
94 H 4.23274 -5.46214 0.50446
95 H 3.24474 -3.20115 0.64442
96 H 4.68407 -1.24043 1.08146
97 H 7.12416 -1.53764 1.35103
98 H 8.11922 -3.79791 1.20176
99 H 6.67177 -5.76174 0.78999
100 C 5.23642 1.66804 -5.52834
101 C 4.27474 1.66964 -4.52555
102 C 3.66260 2.85956 -4.15110
103 C 4.00512 4.04701 -4.78630
104 C 4.96416 4.04476 -5.79158
105 C 5.58303 2.85632 -6.15992
106 H 5.71625 0.74038 -5.81798
107 H 4.00250 0.74190 -4.03444
108 H 2.91695 2.86158 -3.36392
109 H 3.52405 4.97433 -4.49747
110 H 5.23025 4.97080 -6.28820
111 H 6.33489 2.85584 -6.94033
112 C 8.52267 0.95288 5.27397
113 C 7.42743 1.64267 5.77933
114 C 6.14409 1.14383 5.59141
115 C 5.95678 -0.05060 4.90595
116 C 7.05233 -0.74227 4.40375
117 C 8.33494 -0.23880 4.58382
118 H 9.52327 1.34396 5.41785
119 H 7.57413 2.57081 6.31978
120 H 5.28946 1.68547 5.98004
121 H 4.95617 -0.44249 4.76332
122 H 6.90594 -1.67459 3.87071
123 H 9.18890 -0.77581 4.18726

Output
structure (SMILES): CCOCCOC[C@]1(N(C)C(C)=O)[C@](CCOCC)(P(=O)(O)O)[C@H](N=C=O)[C@@]([C@@H](C)CC)(C(F)(F)C(F)(F)C(F)(F)C(F)(F)F)OS1(=O)=O.c1ccccc1.c1ccccc1.c1ccccc1
Kohn-Sham gap: 0.3491 Eh
LUMO: 0.15 eV
HOMO energy: -0.3434 hartree
total charge: 0

[3]
Density functional theory data (ωB97M-V/def2-TZVPD) for 2 unconnected molecules or ions with the total composition C17H28ClSi2.

Geometry (Å):
1 C 1.81743 2.69751 0.72490
2 Si 3.36232 1.97262 -0.10270
3 C 3.19791 0.22662 0.64359
4 H -1.12694 -0.01798 0.69193
5 C 2.91059 1.84670 -1.97040
6 Si 1.43240 0.88839 -2.85070
7 C 1.75604 1.30326 -4.64775
8 C 1.40904 -0.98506 -2.70941
9 C -0.33066 1.39047 -2.45935
10 H 2.02895 3.67706 1.19064
11 H 1.02279 2.80355 -0.02402
12 H 1.48813 2.00410 1.51935
13 H 4.12066 -0.05070 1.19838
14 H 2.35569 0.25031 1.36506
15 H 2.99060 -0.50614 -0.14742
16 H 2.80845 2.90154 -2.30807
17 H 3.83813 1.49870 -2.48161
18 H 0.98229 0.89476 -5.30255
19 H 1.77340 2.38494 -4.80858
20 H 2.71288 0.90498 -4.99928
21 H 0.47272 -1.38956 -3.12155
22 H 2.22684 -1.43790 -3.28656
23 H 1.47039 -1.34735 -1.67801
24 H -1.02586 0.87482 -3.13682
25 H -0.65387 1.13124 -1.44474
26 H -0.49901 2.46495 -2.60506
27 Cl -0.98863 -1.34586 6.94541
28 C -1.14885 -1.17467 5.25263
29 C -0.50735 -2.07569 4.38852
30 C -0.69083 -1.97190 3.00866
31 C -1.52407 -0.98633 2.48131
32 C -1.72237 -0.85698 0.98497
33 C -3.11770 -0.44856 0.45789
34 C -3.22724 -1.14389 -0.94250
35 C -2.14190 -2.20786 -0.90014
36 C -1.31482 -2.03757 0.15191
37 C -2.13800 -0.06344 3.33237
38 C -1.95313 -0.15980 4.71674
39 H 0.14743 -2.83718 4.79806
40 H -0.16466 -2.65879 2.34711
41 H -3.90741 -0.82025 1.12984
42 H -3.18333 0.65365 0.38716
43 H -4.24406 -1.56020 -1.09264
44 H -3.03521 -0.38782 -1.73602
45 H -2.09296 -3.00502 -1.64409
46 H -0.42823 -2.60808 0.40862
47 H -2.73460 0.74907 2.89892
48 H -2.42338 0.56534 5.37601

Output
Kohn-Sham gap: 0.1336 Eh
energy relative to the best compared isomer or geometry (same formula, charge and spin): 1.398 eV
LUMO: -7.16 eV
HOMO energy: -0.3967 hartree
total charge: +1

[4]
Density functional theory data (ωB97M-V/def2-TZVPD) for 7 unconnected molecules or ions with the total composition C40H95BN3O21.

Geometry (Å):
1 N -0.69989 0.99603 -1.56287
2 C -0.89906 0.14968 -0.52152
3 N -2.08312 -0.48320 -0.37479
4 C -2.82672 -0.29189 0.91187
5 C -1.80535 -0.06250 2.02851
6 C -0.43176 -0.63586 1.69074
7 N 0.03093 -0.08287 0.42964
8 O 1.25518 -0.54117 -0.03806
9 B 1.17050 -1.77913 -0.73246
10 O 1.72637 -2.86518 -0.13358
11 O 0.62618 -1.73696 -1.98829
12 H -1.17572 1.88279 -1.53308
13 H -0.03283 0.82835 -2.29738
14 H -2.65679 -0.21941 -1.17184
15 H -3.46604 -1.15488 1.08539
16 H -3.45091 0.59242 0.78706
17 H -1.68433 1.01697 2.14461
18 H -2.15643 -0.50417 2.95777
19 H -0.46119 -1.73209 1.66139
20 H 0.27395 -0.34986 2.47085
21 H 1.19661 -3.66748 -0.21421
22 H 0.07709 -2.49482 -2.22949
23 C -5.26401 4.64035 7.15533
24 O -4.92094 3.27070 7.20452
25 C -5.48407 2.51778 6.15256
26 C -4.61627 1.32715 5.81723
27 O -3.43424 1.64608 5.08958
28 C -2.38091 2.27906 5.80541
29 C -1.64057 1.37713 6.76668
30 O -2.39112 1.16389 7.94181
31 C -2.07963 -0.05037 8.58669
32 H -6.33833 4.78859 7.30732
33 H -4.72705 5.14685 7.95328
34 H -4.97255 5.08433 6.19596
35 H -5.60807 3.14048 5.25741
36 H -6.47253 2.14835 6.46008
37 H -5.19254 0.68354 5.14793
38 H -4.38467 0.75143 6.71475
39 H -2.73192 3.17829 6.31344
40 H -1.66733 2.58757 5.03637
41 H -0.68786 1.85838 7.02976
42 H -1.42212 0.41952 6.27339
43 H -2.22758 -0.90439 7.91451
44 H -2.75374 -0.15041 9.43408
45 H -1.04655 -0.05875 8.95197
46 C 1.17105 -5.05857 -4.99168
47 O 2.30859 -5.46759 -4.27193
48 C 2.27378 -5.10307 -2.90971
49 C 3.04299 -6.07907 -2.04846
50 O 2.37535 -7.30326 -1.81414
51 C 2.32348 -8.24714 -2.87738
52 C 3.64030 -8.92673 -3.16765
53 O 4.49080 -8.04871 -3.87712
54 C 5.86349 -8.32168 -3.69886
55 H 1.09944 -3.96412 -5.04472
56 H 1.26275 -5.45214 -6.00126
57 H 0.25325 -5.45758 -4.54159
58 H 1.23211 -5.06011 -2.55102
59 H 2.72857 -4.10664 -2.80134
60 H 3.14693 -5.62374 -1.05924
61 H 4.04639 -6.23162 -2.45017
62 H 1.91821 -7.80014 -3.78761
63 H 1.62205 -9.01087 -2.53697
64 H 3.44805 -9.82033 -3.77710
65 H 4.10638 -9.24047 -2.22577
66 H 6.14103 -8.29793 -2.63852
67 H 6.41407 -7.54129 -4.22030
68 H 6.14007 -9.29389 -4.12051
69 C -6.81519 8.52264 13.24190
70 O -6.55438 9.08794 11.97813
71 C -5.34067 8.63795 11.40821
72 C -5.40595 8.65877 9.89870
73 O -6.16858 7.60594 9.32904
74 C -7.58179 7.68406 9.43284
75 C -8.21958 8.72841 8.54578
76 O -8.05089 10.02439 9.08260
77 C -8.07382 11.03414 8.09890
78 H -6.07307 8.83606 13.98518
79 H -7.79724 8.86904 13.55697
80 H -6.82558 7.42739 13.19176
81 H -5.11361 7.61904 11.74503
82 H -4.52640 9.30245 11.72962
83 H -4.38991 8.49773 9.53048
84 H -5.73967 9.63394 9.53843
85 H -7.89948 7.81247 10.46937
86 H -7.93856 6.70865 9.09310
87 H -9.29431 8.50978 8.46740
88 H -7.77751 8.66882 7.54270
89 H -7.30061 10.86009 7.34041
90 H -7.86836 11.98190 8.59145
91 H -9.05345 11.09536 7.61184
92 C 10.53219 -7.49205 -8.55512
93 O 9.86070 -6.44149 -7.89614
94 C 10.31328 -5.15856 -8.28610
95 C 9.20767 -4.13601 -8.16319
96 O 8.23080 -4.20571 -9.18872
97 C 7.29423 -5.26740 -9.14426
98 C 6.23325 -5.12263 -8.07814
99 O 6.74729 -5.44753 -6.79959
100 C 6.06162 -4.80540 -5.75184
101 H 11.59332 -7.52673 -8.28468
102 H 10.06045 -8.42472 -8.25194
103 H 10.44417 -7.39470 -9.64341
104 H 10.67392 -5.17607 -9.32136
105 H 11.14312 -4.85748 -7.63144
106 H 9.66318 -3.15010 -8.27949
107 H 8.75267 -4.17970 -7.17094
108 H 7.78981 -6.23725 -9.06195
109 H 6.78690 -5.23018 -10.11091
110 H 5.40502 -5.80642 -8.31284
111 H 5.85095 -4.09424 -8.08643
112 H 6.08559 -3.71510 -5.87129
113 H 6.57272 -5.06304 -4.82509
114 H 5.02025 -5.14526 -5.69015
115 C -10.07002 11.97870 2.69239
116 O -10.26957 13.25721 3.24387
117 C -10.99813 13.22974 4.45824
118 C -10.62184 14.38697 5.35382
119 O -9.36860 14.24371 6.00211
120 C -8.19894 14.42685 5.21952
121 C -7.91979 15.86459 4.84673
122 O -8.76207 16.29189 3.79287
123 C -8.98118 17.68377 3.79685
124 H -11.01723 11.51515 2.39166
125 H -9.44132 12.09774 1.81194
126 H -9.56172 11.31486 3.40268
127 H -10.81484 12.28856 4.99130
128 H -12.07081 13.30028 4.23119
129 H -11.35311 14.41445 6.16478
130 H -10.68824 15.33369 4.81451
131 H -8.20801 13.78821 4.33357
132 H -7.37993 14.09252 5.86079
133 H -6.87362 15.94431 4.51847
134 H -8.05904 16.49855 5.73064
135 H -9.40881 18.01477 4.75033
136 H -9.68817 17.90464 2.99987
137 H -8.05354 18.23799 3.61198
138 C 10.56237 -14.75010 -12.18380
139 O 10.14524 -14.22540 -10.94473
140 C 11.21255 -13.69985 -10.17774
141 C 10.73911 -12.58447 -9.27530
142 O 10.49373 -11.35589 -9.94040
143 C 9.32355 -11.25524 -10.73446
144 C 8.03778 -11.15943 -9.94579
145 O 7.64933 -12.42244 -9.43886
146 C 6.86480 -12.32734 -8.27466
147 H 11.21442 -15.62164 -12.05416
148 H 9.66950 -15.05571 -12.72544
149 H 11.09377 -13.99543 -12.77534
150 H 12.00493 -13.32002 -10.83372
151 H 11.63030 -14.50037 -9.55139
152 H 11.55210 -12.36640 -8.57906
153 H 9.87459 -12.90168 -8.68811
154 H 9.26797 -12.05965 -11.47075
155 H 9.43753 -10.31362 -11.27674
156 H 7.24733 -10.78399 -10.61112
157 H 8.17167 -10.44347 -9.12470
158 H 7.38997 -11.77405 -7.48658
159 H 6.67533 -13.34039 -7.92527
160 H 5.90492 -11.83535 -8.47411

Output
Kohn-Sham gap: 0.2140 Eh
LUMO: -4.21 eV
HOMO energy: -0.3686 hartree
total charge: +1